1.
Here is a structure of composition C31H46N2O5S2Si2Ta from OMol25. Energies are from ωB97M-V with the def2-TZVPD basis set.

Structure (XYZ):
```
89
Properties=species:S:1:pos:R:3:forces:R:3:lowdin_charge:R:1
Ta -0.2872 0.2203 1.1872 0.3412 0.9495 0.5417 1.319
S -0.5577 -0.7338 -0.9893 -0.0109 -0.2452 -0.4719 0.440
S -0.4558 -2.0608 1.8409 -0.0380 -0.0726 0.0649 0.710
Si 1.5386 -0.5539 -1.1577 -0.2529 -0.1128 -0.0175 -0.096
Si -2.9295 0.2824 0.8419 0.0351 -0.0804 -0.0278 0.603
O 2.0606 0.0589 -2.5351 0.1690 0.1101 -0.0289 -0.128
O 1.6897 0.4657 0.2108 0.0372 0.0096 -0.0297 -0.340
O 2.4169 -1.8368 -0.7357 -0.0128 0.0045 -0.0560 -0.143
O -0.4566 2.2545 0.0289 0.0150 -0.0661 -0.0210 -0.103
O -0.5626 2.0616 2.1664 -0.1047 -0.1886 -0.0048 -0.211
N 0.2087 -0.1778 3.4384 -0.1400 0.0338 0.2289 -0.044
N -0.5469 -2.1612 4.5337 0.0557 0.1136 0.0484 0.104
C 2.8678 1.2369 -4.4157 0.0211 0.0194 -0.0498 -0.017
C 1.6438 1.0210 -3.5453 -0.0222 -0.1422 0.0815 -0.615
C 3.3607 -0.0486 1.9040 0.0268 0.0096 0.0370 -0.003
C -0.9297 4.2747 1.2623 0.0013 0.0308 -0.0136 0.055
C -3.8660 -1.9989 -0.5632 -0.0101 -0.0092 0.0072 -0.115
C -4.4444 -3.4731 1.7157 0.0037 0.0230 0.0099 -0.080
C 2.7440 2.3323 1.3104 0.0227 0.0338 0.0130 -0.009
C -3.7184 2.6566 -2.5313 0.0058 -0.0045 0.0228 -0.075
C 1.2149 2.3092 -2.8677 0.0017 0.0470 0.0382 -0.015
C 0.5046 0.4011 -4.3377 -0.0318 0.0340 -0.0276 -0.021
C -4.3542 -3.2929 -0.6803 -0.0068 0.0047 0.0093 -0.074
C -0.2507 -1.4491 3.4710 -0.0258 -0.1254 -0.1247 -0.750
C -3.6484 -1.4282 0.6924 -0.0387 -0.0649 -0.0405 -0.383
C 1.5836 -4.0749 -0.5504 -0.0043 -0.0294 0.0179 -0.033
C -3.0286 1.9080 -1.5862 -0.0026 -0.0410 -0.0500 -0.116
C -0.3435 -1.5459 5.7001 -0.0302 -0.0429 -0.0246 -0.067
C 4.0415 0.9415 -0.2941 0.0580 0.0085 0.0083 -0.013
C 2.5193 -3.1651 -1.3281 -0.0300 0.0384 -0.0100 -0.619
C 2.9927 0.9267 0.8039 -0.0967 -0.0659 -0.1151 -0.562
C -5.7466 2.3692 -1.2792 -0.0070 0.0025 -0.0068 -0.076
C -5.0562 1.6188 -0.3410 0.0124 0.0042 0.0143 -0.105
C 0.1475 -0.2570 5.7907 0.0190 0.0286 0.0354 0.012
C -0.6310 2.8312 1.1142 -0.0250 -0.1787 -0.0018 -0.647
C -5.0762 2.8899 -2.3778 -0.0128 0.0081 -0.0051 -0.078
C -3.6832 1.3759 -0.4759 0.0015 0.1221 0.0503 -0.325
C 1.0238 1.8027 4.6752 -0.0322 0.0121 -0.0234 -0.005
C -3.9512 -2.1825 1.8282 -0.0024 -0.0174 -0.0104 -0.142
C 0.4254 0.4382 4.6233 0.0424 -0.0866 -0.0664 -0.272
C 3.9692 -3.5789 -1.1551 0.0190 -0.0153 0.0062 -0.019
C 2.1333 -3.1180 -2.7989 0.0091 0.0034 -0.0229 -0.029
C -4.6406 -4.0307 0.4592 -0.0037 -0.0151 -0.0156 -0.077
H 3.7541 1.6081 -1.1062 0.0091 -0.0029 0.0154 0.083
H -4.6802 -4.0437 2.6046 0.0014 0.0030 0.0040 0.106
H 2.4521 2.9885 0.4897 -0.0059 -0.0073 -0.0053 0.099
H -2.0010 4.3751 1.4525 -0.0031 -0.0111 0.0047 0.113
H -4.5191 -3.7226 -1.6599 0.0003 0.0019 -0.0011 0.106
H -0.3983 4.6890 2.1173 0.0016 -0.0034 0.0004 0.099
H 0.4116 2.5097 4.1224 0.0170 0.0243 0.0050 0.074
H 4.1247 -4.5865 -1.5416 -0.0044 -0.0004 0.0003 0.096
H 2.7801 -2.4378 -3.3531 0.0056 -0.0013 0.0104 0.089
H 2.0188 1.7859 4.2276 -0.0025 0.0040 -0.0184 0.084
H 0.8125 -0.5572 -4.7571 0.0063 -0.0032 0.0002 0.093
H -3.3191 0.7913 2.1951 0.0162 -0.0040 0.0136 -0.002
H 0.2192 1.0591 -5.1595 0.0036 0.0016 0.0010 0.098
H 4.3070 0.2571 2.3523 -0.0040 -0.0198 0.0115 0.106
H -1.9710 1.7341 -1.7224 0.0235 -0.0109 -0.0150 0.050
H 1.0954 -2.7956 -2.9224 -0.0035 -0.0044 0.0074 0.081
H 4.2217 -0.0546 -0.6974 -0.0076 0.0006 0.0158 0.089
H 2.0332 2.7270 -2.2766 0.0092 0.0059 -0.0286 0.085
H 3.1885 0.2971 -4.8650 -0.0082 -0.0055 0.0038 0.092
H 3.6928 1.6389 -3.8264 -0.0039 -0.0005 0.0080 0.087
H 1.9681 2.3528 2.0746 -0.0154 -0.0069 0.0187 0.055
H 0.3657 2.1442 -2.2067 -0.0399 -0.0248 0.0008 0.055
H -0.3706 0.2453 -3.7053 0.0049 0.0001 -0.0100 0.057
H -3.8022 -1.7570 2.8158 0.0017 0.0005 0.0016 0.095
H -0.6828 4.8065 0.3480 0.0002 -0.0024 0.0006 0.102
H -5.6137 3.4733 -3.1141 -0.0013 -0.0002 0.0019 0.107
H -6.8073 2.5447 -1.1566 -0.0001 -0.0031 0.0022 0.107
H 2.6026 -0.0684 2.6880 0.0055 0.0140 0.0035 0.062
H -3.1942 3.0566 -3.3901 0.0064 -0.0046 0.0016 0.104
H -5.5985 1.2092 0.5050 0.0042 0.0015 0.0044 0.104
H 2.6387 1.9426 -5.2149 0.0041 -0.0021 -0.0009 0.097
H 1.8341 -4.0628 0.5110 0.0102 0.0027 -0.0028 0.084
H -3.6633 -1.4254 -1.4615 0.0050 0.0064 0.0020 0.097
H 2.2227 -4.1137 -3.2337 -0.0017 -0.0014 0.0043 0.101
H 1.1203 2.1313 5.7066 -0.0025 -0.0084 0.0041 0.092
H 3.6606 2.7226 1.7540 -0.0036 0.0038 0.0018 0.109
H 0.9279 3.0472 -3.6179 0.0108 -0.0035 -0.0048 0.102
H 3.4699 -1.0545 1.5008 0.0054 0.0009 -0.0231 0.092
H 4.6286 -2.8975 -1.6941 -0.0049 0.0059 -0.0026 0.092
H 0.3236 0.2043 6.7510 -0.0035 -0.0024 0.0006 0.121
H 1.6686 -5.0994 -0.9148 -0.0039 -0.0003 0.0035 0.098
H 4.9766 1.3041 0.1344 -0.0015 0.0055 0.0003 0.109
H 4.2414 -3.5697 -0.0990 0.0017 -0.0008 -0.0006 0.090
H 0.5465 -3.7547 -0.6669 0.0016 0.0082 -0.0098 0.069
H -0.5802 -2.1165 6.5905 0.0069 -0.0025 0.0008 0.126
H -5.0273 -5.0375 0.3692 0.0029 -0.0001 -0.0004 0.106
```
Positions in Å, forces in eV/Å.

Total energy: -3127.09252 a.u.
Kohn-Sham gap: 0.2594 hartree
Total charge: +1
Relative energy (zero: lowest compared OMol25 entry of this formula, charge and spin): 0.146 eV

***

2.
Here is a structure of composition C31H46N2O6P2Rh from OMol25. Energies are from ωB97M-V with the def2-TZVPD basis set.

Structure (XYZ):
```
88
Properties=species:S:1:pos:R:3:forces:R:3:mulliken_spin:R:1
Rh -1.3435 -0.0368 -0.2277 1.4554 -0.3379 0.3206 0.422
P 5.6282 -4.5192 3.6892 2.5955 -0.9598 -0.0333 0.368
P 5.6271 -2.2154 1.5735 2.1319 0.1584 -1.0854 0.383
O -3.9155 8.3810 -3.5318 -1.1153 -0.9433 0.2788 -0.001
O -6.8349 2.5588 -0.8454 0.5049 0.1838 -0.0585 0.118
O -8.0761 4.1132 -1.7948 0.0654 -0.2138 0.1111 0.199
O -1.1354 5.3698 -1.3813 2.2490 0.6602 0.1568 0.806
O -1.7539 3.4165 -0.4853 2.1875 2.7590 -1.7866 0.132
O -6.0797 8.0778 -3.6705 1.7627 -0.6537 0.5343 0.040
N -6.9718 3.6739 -1.4103 0.6043 1.3631 -0.5847 0.119
N -4.9401 7.7126 -3.3072 -0.8349 2.2785 -1.1384 0.006
C 7.2680 -3.0712 1.8904 -0.1904 -0.3860 0.4170 -0.003
C -3.0631 -2.7366 0.5835 0.1412 -0.1795 0.0749 0.019
C 1.8042 0.6051 -0.3404 0.5369 -0.0098 0.1120 0.080
C -3.4492 1.4344 -2.2955 0.3319 0.5446 -0.2259 0.020
C -0.1961 0.9802 -1.9048 0.4773 0.7082 0.8334 -0.110
C 5.8654 -6.1555 2.8706 -1.0294 0.1648 -0.3618 0.033
C -5.9507 5.7393 -2.3169 0.5561 0.7390 -0.3824 0.034
C -3.1035 -0.7965 -1.1469 -0.5132 0.0438 -0.1845 0.150
C -4.5639 4.0869 -1.2296 1.4860 -0.2266 0.2863 0.159
C -3.1370 -1.5939 -2.4108 -0.0972 -0.0772 0.0759 0.014
C 0.3397 -1.3485 0.3883 -0.0789 -0.6682 -0.7609 0.060
C -3.2816 0.9788 0.3434 0.0121 0.0365 -0.2557 0.223
C 5.5304 -2.4543 -0.2529 -0.8956 -0.2962 0.1931 0.045
C -3.5161 6.0957 -2.1603 -0.0484 0.0674 -0.0956 0.270
C -3.2753 -0.2685 2.5861 0.2045 -0.0920 0.0441 -0.044
C 0.4914 1.2575 -0.7187 -0.4260 0.3122 -0.9629 0.148
C 0.5784 -1.4434 -2.1845 0.0762 -0.1864 -0.5587 0.015
C -1.9872 4.5357 -1.0601 -4.4425 -3.1267 0.5146 -0.031
C -5.8310 4.5169 -1.6522 -0.6520 -1.0912 0.4487 0.076
C 7.2936 -3.7854 3.2466 -0.3395 0.6267 -0.0719 0.020
C -4.8035 6.4973 -2.5840 -0.6754 -1.3019 0.6879 -0.016
C -0.1223 -1.7545 -0.8837 0.1313 -0.0789 1.0057 -0.025
C -3.4421 2.2710 1.0461 0.3321 0.7570 0.3098 0.082
C 1.6598 -0.6338 0.5567 -0.1026 0.3949 0.5301 0.069
C -3.0305 -1.3032 0.1936 -0.2830 -0.2782 0.1521 -0.102
C -3.4231 4.8837 -1.4739 0.1121 0.1890 -0.0244 -0.153
C 6.0273 -5.0458 5.4109 -0.9394 0.5177 0.2869 0.046
C 0.1510 -0.1210 -2.8617 -0.0427 -0.3701 -0.3886 0.018
C -3.1557 -0.2139 1.0991 -0.2434 -0.3628 -0.0482 0.235
C 6.2285 -0.4720 1.5862 -0.8298 0.2343 0.6568 0.051
C -3.2496 0.6269 -1.0628 -0.5093 -0.2345 0.0261 -0.098
H 5.3057 -3.5092 -0.4543 0.0455 0.2544 -0.1140 0.000
H 2.4077 1.3462 0.2051 -0.2047 -0.1228 -0.1969 0.010
H -2.5353 -3.3567 -0.1373 -0.0323 -0.1224 0.0181 0.000
H 6.0752 -4.1534 6.0468 0.0085 -0.2849 -0.0037 0.000
H 0.2829 2.2458 -0.2877 -0.0510 -0.5024 -0.0355 -0.065
H 5.2123 -5.6879 5.7673 0.2483 0.1231 0.0711 -0.001
H -0.7296 -0.3176 -3.4974 0.3383 0.1069 0.2513 -0.009
H 7.0998 -0.3494 0.9289 -0.2764 -0.2550 0.1122 0.016
H -4.4798 2.4485 1.3768 0.2728 -0.0427 -0.4295 0.016
H 5.0396 -6.8046 3.1858 0.2252 -0.0401 -0.2183 -0.001
H 6.9780 -5.5932 5.4675 -0.2349 0.1839 -0.3030 0.019
H 7.5357 -3.0818 4.0577 0.0205 -0.1391 -0.2606 -0.002
H -2.6130 6.6707 -2.3680 -0.5754 0.0482 -0.0726 0.038
H 1.7414 -0.3059 1.6009 -0.0598 -0.1180 -0.1357 -0.005
H -6.9353 6.0597 -2.6259 0.1210 0.1207 -0.1038 0.012
H 2.4008 0.3507 -1.2331 -0.4026 0.1742 0.1408 0.004
H -2.8168 2.2922 1.9505 -0.1674 -0.1578 -0.1737 -0.020
H 6.4719 -2.1744 -0.7443 -0.1699 -0.0162 0.3213 0.016
H 7.4340 -3.7764 1.0613 -0.0957 0.1697 0.2865 -0.002
H -3.0080 2.4263 -2.1608 -0.3099 -0.3180 -0.2777 -0.016
H -2.8164 -0.9874 -3.2584 -0.0383 -0.1603 0.0754 0.000
H -2.8662 -1.1971 2.9843 -0.0499 0.0401 0.0362 0.004
H -2.4869 -2.4682 -2.3437 -0.0980 0.0007 -0.0391 0.000
H 8.0567 -2.3061 1.8508 -0.2505 -0.2012 -0.1068 0.008
H 8.0426 -4.5912 3.2528 -0.2748 0.1690 0.1493 0.010
H -2.7494 0.5724 3.0446 -0.0831 -0.1816 0.0076 -0.003
H 6.4985 -0.2017 2.6145 -0.0288 0.0908 -0.2650 0.002
H -4.0975 -3.0934 0.6332 0.0908 0.0924 -0.0312 -0.001
H -4.1547 -1.9379 -2.6258 0.0962 0.0147 0.0565 0.007
H 0.0216 -1.9422 1.2533 -0.0370 0.2163 -0.3110 -0.041
H 0.9488 0.1969 -3.5573 -0.2335 0.0507 0.2239 -0.006
H 0.3462 -2.2631 -2.8818 0.1653 0.2530 0.1596 0.000
H 4.7108 -1.8383 -0.6479 0.2422 -0.1887 -0.0156 -0.012
H 5.8220 -6.0295 1.7828 0.0135 -0.1850 0.1789 -0.003
H -4.5115 1.5379 -2.5543 0.1644 0.0396 0.2871 0.018
H 1.6680 -1.4656 -2.0481 -0.2092 0.0022 0.0627 0.000
H -2.6179 -2.8785 1.5678 0.0134 -0.1046 -0.0281 0.000
H -4.3290 -0.1978 2.8887 0.1743 -0.0238 -0.1344 0.012
H -0.7815 1.8170 -2.3033 -0.1242 -0.5307 0.2511 0.005
H -0.7278 -2.6676 -0.9101 -0.0641 0.5905 0.0719 0.009
H -2.9990 3.0595 0.3884 -1.3056 -0.7286 1.2476 -0.023
H -4.4890 3.0988 -0.7897 -0.2348 0.6488 -0.1152 0.133
H 5.4159 0.1844 1.2497 0.2602 -0.0263 0.1110 -0.009
H -2.9630 0.9587 -3.1537 -0.0269 0.0732 0.1833 -0.004
H 6.8227 -6.6087 3.1590 -0.2337 0.2938 0.0523 0.015
H 2.5079 -1.3250 0.3939 -0.2932 0.0285 -0.0325 -0.006
```
Positions in Å, forces in eV/Å.

Total energy: -2562.36398 a.u.
Kohn-Sham gap (alpha / beta): 0.1058 / 0.0833 hartree
Total charge: +1
Multiplicity: 5
Expectation value of S²: 6.05
Relative energy (zero: lowest compared OMol25 entry of this formula, charge and spin): 0.000 eV